(1)
Density functional theory data (ωB97M-V with the def2-TZVPD basis set) for a molecular structure, C21H36AsFeN4O8S5Si3.

Relative energy (zero: lowest compared OMol25 entry of this formula, charge and spin) (kJ/mol): 147.9
Spin multiplicity: 6
Kohn-Sham gap (spin up / spin down) (eV): 7.10 / 4.77
DFT total energy (Eh): -8001.6650
Highest occupied orbital energy (spin up / spin down) (eV): -8.24 / -8.39

Geometry (Å):
Fe -0.633 0.422 -0.177
O 2.512 3.232 0.233
C 1.360 2.831 0.193
O 0.976 1.644 0.529
C 0.260 3.764 -0.242
C 0.253 5.049 0.224
C -0.798 5.910 -0.108
C -1.794 5.496 -0.955
C -1.777 4.210 -1.479
C -0.760 3.261 -1.107
O -0.742 2.040 -1.503
N -2.849 3.876 -2.384
O -2.827 2.806 -2.985
O -3.748 4.686 -2.544
N -0.852 7.242 0.465
O -1.694 8.015 0.041
O -0.054 7.511 1.345
H 1.059 5.402 0.852
H -2.598 6.167 -1.217
C 4.334 -1.078 -1.768
Si 4.090 -0.843 0.093
C 4.921 0.726 0.694
C 4.875 -2.284 1.046
As 1.707 -1.067 0.339
Si 1.314 -0.636 2.633
C 2.308 0.810 3.329
C -0.547 -0.291 2.773
C 1.649 -2.163 3.710
Si 1.216 -3.393 0.063
C 1.317 -3.761 -1.792
C 2.318 -4.620 0.999
C -0.569 -3.612 0.639
H 5.390 -1.099 -2.046
H 3.861 -0.255 -2.308
H 3.873 -2.009 -2.104
H 5.928 0.788 0.273
H 5.009 0.736 1.782
H 4.370 1.617 0.395
H 5.955 -2.136 1.121
H 4.700 -3.243 0.558
H 4.474 -2.340 2.060
H 1.656 1.462 3.915
H 2.734 1.414 2.528
H 3.119 0.472 3.977
H -0.760 0.742 2.478
H -0.919 -0.417 3.792
H -1.123 -0.971 2.136
H 2.694 -2.473 3.654
H 1.026 -3.013 3.422
H 1.431 -1.930 4.756
H 2.351 -3.877 -2.121
H 0.876 -2.933 -2.351
H 0.783 -4.679 -2.051
H 3.222 -4.856 0.436
H 1.782 -5.557 1.169
H 2.623 -4.228 1.970
H -1.204 -2.887 0.128
H -0.673 -3.459 1.716
H -0.950 -4.611 0.413
N -1.901 0.268 -3.252
C -1.601 -0.939 -2.761
N -2.067 -2.031 -3.419
O -0.912 -1.091 -1.728
H -2.483 0.392 -4.061
H -1.597 1.113 -2.764
H -2.487 -1.949 -4.326
H -1.726 -2.931 -3.130
C -5.611 1.223 -2.251
S -6.353 1.062 -0.599
C -5.485 -0.320 0.037
C -4.133 -0.405 0.307
S -3.014 0.853 0.128
S -3.613 -1.953 0.958
C -5.168 -2.734 0.997
S -5.373 -4.265 1.508
S -6.452 -1.709 0.421
H -6.150 2.039 -2.727
H -5.770 0.294 -2.796
H -4.561 1.470 -2.181

Forces on the atoms, in the same order (eV/Å):
1.87 0.64 -0.67
-0.01 -0.03 0.12
-0.01 -0.04 -0.03
-0.80 -0.31 0.16
-0.11 -0.27 -0.17
-0.08 0.30 0.08
0.08 -0.58 -0.15
-0.15 0.25 -0.05
0.64 -0.30 0.35
-0.37 0.73 0.07
-0.28 -0.67 0.11
-0.36 0.09 -0.38
0.10 0.14 0.13
0.07 -0.13 0.12
0.00 0.43 0.09
0.08 -0.14 0.06
-0.08 -0.06 -0.14
0.01 -0.06 0.02
0.02 0.01 -0.02
-0.10 0.12 0.29
0.32 -0.48 -0.22
-0.50 0.01 0.01
-0.19 0.22 -0.21
-0.18 -0.31 0.16
0.09 -0.28 0.57
-0.06 -0.13 -0.30
0.20 0.13 -0.23
-0.05 0.22 -0.19
0.22 -0.18 0.08
-0.04 0.17 0.23
-0.15 0.20 -0.11
0.21 0.15 -0.02
0.04 0.00 0.07
-0.01 0.00 -0.01
0.00 0.01 0.01
-0.02 -0.14 -0.05
-0.01 -0.03 -0.01
-0.06 0.12 -0.01
0.02 0.05 -0.03
-0.01 0.03 0.03
0.03 -0.01 0.00
-0.02 -0.04 0.01
-0.05 0.05 -0.02
-0.02 -0.08 0.00
-0.01 -0.02 0.01
0.06 -0.03 0.05
-0.01 -0.04 0.06
0.00 0.00 -0.01
0.01 -0.01 -0.01
-0.01 0.03 0.00
0.01 0.01 0.02
0.00 0.00 -0.02
0.00 -0.03 0.08
-0.02 0.01 -0.02
-0.05 0.01 -0.03
-0.02 -0.03 0.00
0.04 -0.04 -0.05
0.02 0.02 0.00
0.07 -0.03 -0.04
-0.06 -0.27 -0.02
-0.12 0.31 -0.39
-0.05 -0.03 0.06
-0.19 0.31 0.61
-0.01 -0.11 0.00
0.06 0.02 0.08
0.05 -0.02 -0.04
0.02 0.02 0.04
-0.07 -0.16 0.18
0.06 -0.09 0.07
-0.79 0.04 -0.02
1.04 -0.11 0.29
-0.61 -0.14 -0.22
-0.29 0.17 -0.19
0.22 -0.20 0.16
-0.09 0.18 -0.06
0.33 0.33 -0.16
0.01 0.01 -0.02
-0.01 0.07 -0.07
0.11 0.06 -0.06

***

(2)
Density functional theory data (ωB97M-V with the def2-TZVPD basis set) for a molecular structure, C21H36Cl3FeN2O4Si.

Relative energy (zero: lowest compared OMol25 entry of this formula, charge and spin) (kJ/mol): 0.0
Spin multiplicity: 5
Kohn-Sham gap (spin up / spin down) (eV): 2.27 / 4.52
DFT total energy (Eh): -4166.0560
Charge: -1
Highest occupied orbital energy (spin up / spin down) (eV): -0.04 / -2.29

Geometry (Å):
C 2.436 -2.379 -1.765
C 1.947 -1.616 -2.961
H 2.225 -3.455 -1.861
H 1.974 -1.991 -0.844
H 3.528 -2.254 -1.660
C 1.864 -2.127 -4.199
C 2.204 -3.541 -4.512
H 1.619 -1.474 -5.037
H 1.698 -4.229 -3.818
H 3.287 -3.728 -4.447
H 1.887 -3.775 -5.533
Fe -0.497 0.252 2.462
Cl 1.033 0.588 6.099
Cl 1.651 -0.292 2.684
C -0.189 3.178 2.727
O -0.933 2.143 2.715
N -0.693 4.391 2.523
C -2.142 4.501 2.351
C 0.156 5.570 2.343
H 0.897 3.075 2.891
H -2.638 4.039 3.211
H -2.457 3.992 1.431
H -2.406 5.556 2.292
H 0.976 5.575 3.070
H -0.446 6.471 2.481
H 0.595 5.626 1.337
H 0.164 -4.599 4.844
H -0.753 -4.077 1.888
C -0.929 -4.493 4.792
C -1.667 -3.921 2.482
N -1.357 -3.472 3.845
H -1.306 -4.243 5.791
C -1.285 -2.182 4.212
O -1.599 -1.209 3.477
H -2.321 -3.195 1.992
H -0.950 -2.028 5.254
H -1.351 -5.449 4.475
H -2.166 -4.900 2.566
O 0.405 -0.448 -1.700
C 1.469 -0.219 -2.624
C -0.101 0.411 -4.553
C 1.037 0.670 -3.788
H -0.674 -0.517 -4.378
C -0.516 1.327 -5.526
H 2.300 0.259 -2.074
C 1.850 1.777 -4.104
H -1.442 1.134 -6.070
C 0.234 2.488 -5.780
C 1.446 2.672 -5.104
H 2.788 1.913 -3.564
H -0.115 3.226 -6.511
H 2.068 3.542 -5.332
Si -0.886 0.248 -0.896
Cl 2.336 -2.003 5.949
C -2.424 0.366 -1.967
C -0.353 2.021 -0.581
C -0.997 -1.079 0.418
H -2.273 0.887 -2.927
H -3.159 0.942 -1.387
H -2.887 -0.608 -2.181
H -1.130 -2.108 0.033
H -1.848 -0.858 1.107
H 0.009 -1.107 0.938
H 0.049 2.490 -1.493
H 0.420 2.083 0.197
H -1.225 2.600 -0.251
O 0.432 -1.414 7.728
C 1.132 -1.023 6.825

Forces on the atoms, in the same order (eV/Å):
0.04 -0.12 0.23
-0.33 -0.06 -0.90
0.10 0.33 0.14
0.16 -0.25 -0.32
-0.29 -0.09 -0.05
0.38 0.69 0.72
0.10 -0.46 -0.29
-0.16 -0.15 0.25
0.19 0.08 -0.25
-0.24 -0.03 0.00
0.07 -0.15 0.18
-0.19 -0.37 0.53
-0.31 0.26 -0.10
0.99 -0.08 -0.38
-0.94 -2.80 0.03
1.06 3.14 -0.05
-0.23 0.84 0.00
0.23 -0.12 -0.06
0.12 -0.17 -0.03
-0.31 0.13 -0.10
0.01 0.05 -0.26
-0.03 0.07 0.24
0.00 -0.07 0.01
-0.20 -0.04 -0.10
0.08 -0.16 0.14
-0.14 -0.14 0.14
-0.25 0.15 -0.06
-0.22 0.24 0.16
0.18 -0.03 0.28
0.11 -0.01 0.41
0.08 0.01 -0.28
0.19 -0.11 -0.19
-0.40 1.36 -0.77
0.01 -1.99 1.03
0.20 -0.13 0.08
0.01 0.02 -0.24
-0.03 0.07 0.14
0.00 0.41 -0.10
0.13 -0.04 -0.65
-0.57 0.00 0.43
-0.28 0.00 -0.03
1.01 0.16 0.11
0.30 0.68 0.01
0.20 0.16 0.13
-0.28 0.23 -0.19
-0.80 -0.27 -0.34
0.27 0.10 0.08
0.06 -0.50 0.18
-0.03 0.08 0.14
-0.29 0.09 -0.11
0.19 -0.34 0.26
-0.21 -0.28 0.08
1.28 -0.49 -0.98
-0.16 -0.34 -0.07
-0.38 -0.03 -0.03
-0.13 0.12 0.47
-0.20 0.34 0.26
0.08 -0.11 0.43
-0.02 -0.04 -0.14
0.19 0.14 0.06
-0.09 0.60 -0.12
0.59 -0.37 -0.14
-0.92 0.11 -0.23
-0.20 -0.28 0.07
-0.16 -0.06 -0.13
0.19 0.08 0.04
-2.13 -1.29 1.95
2.34 1.24 -1.72

***

(3)
Density functional theory data (ωB97M-V with the def2-TZVPD basis set) for a molecular structure, C21H36Cl3GaN2O4Si.

Relative energy (zero: lowest compared OMol25 entry of this formula, charge and spin) (kJ/mol): 0.0
Spin multiplicity: 1
Kohn-Sham gap (eV): 8.23
DFT total energy (Eh): -4827.2273
Highest occupied orbital energy (eV): -8.00

Geometry (Å):
C 2.490 -2.461 -1.234
C 2.108 -1.553 -2.364
H 1.999 -3.455 -1.333
H 2.323 -2.036 -0.236
H 3.586 -2.631 -1.339
C 2.015 -2.004 -3.631
C 2.231 -3.406 -4.029
H 1.916 -1.300 -4.459
H 1.665 -4.046 -3.351
H 3.283 -3.704 -3.973
H 1.874 -3.492 -5.058
Ga 2.283 0.935 0.648
Cl 2.507 -0.750 1.955
Cl 3.723 2.441 0.159
C 0.852 2.966 1.935
O 0.725 1.809 1.390
N -0.140 3.491 2.638
C -1.299 2.683 3.032
C -0.169 4.943 2.798
H 1.736 3.601 1.789
H -0.972 1.670 3.298
H -2.026 2.679 2.202
H -1.722 3.193 3.913
H 0.736 5.233 3.364
H -1.099 5.203 3.325
H -0.147 5.433 1.810
H -0.667 -4.489 5.477
H -1.056 -3.389 2.267
C -1.696 -4.275 5.141
C -2.000 -3.361 2.849
N -1.743 -3.131 4.260
H -2.293 -4.093 6.046
C -1.439 -1.894 4.716
O -1.411 -0.886 4.011
H -2.632 -2.559 2.449
H -1.199 -1.858 5.815
H -2.101 -5.139 4.613
H -2.531 -4.327 2.765
O 1.635 0.212 -0.832
C 2.104 -0.059 -2.107
C 0.406 0.386 -4.018
C 1.418 0.821 -3.163
H 0.058 -0.648 -3.939
C -0.026 1.207 -5.068
H 3.177 0.187 -2.159
C 1.791 2.164 -3.156
H -0.706 0.803 -5.802
C 0.462 2.504 -5.156
C 1.372 2.997 -4.209
H 2.479 2.466 -2.377
H 0.101 3.151 -5.947
H 1.741 4.009 -4.290
Si -1.745 -0.257 -0.978
Cl -1.123 -2.243 -0.929
C -2.395 -0.476 -2.730
C -1.104 1.643 -1.309
C -2.323 0.071 0.815
H -2.285 0.464 -3.301
H -3.440 -0.811 -2.752
H -1.742 -1.218 -3.246
H -3.214 -0.533 1.013
H -2.618 1.127 0.949
H -1.617 -0.150 1.621
H -1.271 1.938 -2.357
H -0.058 1.902 -1.081
H -1.800 2.311 -0.771
O 0.869 0.392 6.992
C 0.143 -0.400 6.627

Forces on the atoms, in the same order (eV/Å):
0.43 -0.46 -0.04
-0.39 0.02 -1.43
0.28 0.67 0.21
-0.17 -0.23 -0.53
-0.48 -0.10 0.22
0.69 0.92 0.85
-0.30 -0.30 -0.17
0.01 -0.21 0.42
0.00 -0.36 -0.27
-0.01 -0.02 -0.08
0.10 -0.56 0.12
-0.24 -0.71 -0.35
0.33 0.03 0.74
0.42 0.46 0.27
-1.36 -1.05 -0.61
0.76 1.73 1.27
0.69 -0.53 -0.52
-0.10 0.47 -0.05
0.39 0.17 0.17
-0.12 -0.25 -0.11
-0.23 0.22 -0.20
0.21 -0.18 0.52
0.01 -0.42 -0.38
-0.64 0.21 -0.12
0.59 0.07 -0.14
-0.15 -0.11 0.47
-0.28 -0.13 -0.23
-0.52 -0.02 0.20
0.28 0.01 0.73
0.05 -0.07 -0.33
-0.03 0.42 -0.05
0.06 -0.12 -0.24
-0.19 -0.04 -0.16
0.09 -0.51 0.63
0.22 -0.20 0.06
-0.44 -0.28 -1.06
0.11 0.08 0.21
0.29 0.54 -0.17
-1.07 -0.03 -0.07
0.53 -0.31 -0.20
0.50 -0.13 -0.55
-0.48 -0.07 0.72
0.13 0.63 -0.12
0.30 -0.10 0.89
0.04 0.35 -0.03
0.05 -0.13 -1.36
-0.22 0.13 -0.04
0.12 0.18 0.13
-0.37 -0.63 0.59
0.12 0.33 -0.19
0.18 0.00 -0.06
-0.06 0.10 0.06
1.03 2.69 -0.23
0.86 -0.32 0.79
-0.82 0.21 -0.60
0.28 -0.51 -0.19
-1.19 -0.14 -0.47
-0.40 -0.47 0.36
0.20 -0.11 -0.29
-0.74 0.37 0.59
-0.03 -0.02 0.24
0.08 -0.52 -0.32
0.27 -0.25 -0.43
0.28 -0.40 0.19
-0.62 -0.15 0.14
0.26 -0.35 0.30
-0.73 -0.76 -0.44
1.14 1.25 0.78